# C16H19AsBaF9O10S

A structure of composition C16H19AsBaF9O10S (wB97M-V/def2-TZVPD, the OMol25 dataset).

Structure (ORCA input):
```
! wB97M-V def2-TZVPD RIJCOSX def2/J DEFGRID3
* xyz -1 1
Ba -0.007 0.262 -0.016
C -0.081 -0.893 3.552
O 0.440 -1.402 2.334
C 0.277 -2.798 2.218
C 0.869 -3.227 0.893
O 0.307 -2.497 -0.174
C -0.686 -3.117 -0.964
C -2.055 -2.994 -0.325
O -2.243 -1.636 0.011
C -3.467 -1.390 0.679
H 0.427 -1.355 4.406
H 0.082 0.180 3.558
H -1.158 -1.078 3.620
H 0.797 -3.312 3.039
H -0.790 -3.050 2.283
H 1.939 -3.009 0.882
H 0.732 -4.305 0.751
H -0.668 -2.578 -1.912
H -0.434 -4.166 -1.148
H -2.826 -3.330 -1.032
H -2.141 -3.613 0.580
H -4.316 -1.622 0.027
H -3.539 -2.000 1.587
H -3.476 -0.341 0.958
O 1.239 -1.363 -4.805
As 1.693 -0.914 -3.129
O 2.451 -2.243 -2.549
O 0.268 -0.372 -2.464
C 2.856 0.612 -3.516
C 3.293 0.701 -4.837
C 4.132 1.722 -5.257
C 4.552 2.682 -4.352
C 4.134 2.608 -3.034
C 3.292 1.586 -2.610
S 2.847 1.656 -0.873
O 3.933 2.346 -0.224
O 1.557 2.369 -0.807
O 2.664 0.263 -0.450
H 1.580 -2.262 -4.895
H 2.954 -0.041 -5.545
H 4.454 1.762 -6.290
H 5.210 3.484 -4.665
H 4.467 3.333 -2.305
F -2.974 3.019 0.253
C -3.421 2.816 1.494
F -3.893 3.991 1.948
F -4.476 1.979 1.398
C -2.300 2.179 2.384
O -1.665 1.229 1.714
C -1.316 3.314 2.819
F -1.817 4.127 3.772
F -0.182 2.792 3.301
F -0.987 4.080 1.771
C -2.977 1.603 3.677
F -2.072 1.404 4.652
F -3.538 0.413 3.428
F -3.937 2.393 4.190
*
```

E_HOMO = -6.42 eV

---

# C16H19AsF3NO3S4W

A structure of composition C16H19AsF3NO3S4W (wB97M-V/def2-TZVPD, the OMol25 dataset).

Structure (ORCA input):
```
! wB97M-V def2-TZVPD RIJCOSX def2/J DEFGRID3
* xyz 2 1
W -0.967 0.022 -1.698
C -0.070 -3.252 -1.884
O 0.114 -1.889 -2.344
C 1.029 -1.734 -3.444
C 0.521 -0.640 -4.353
O 0.051 0.508 -3.590
C 0.995 1.575 -3.344
C 1.926 1.200 -2.221
O 1.160 0.449 -1.248
C 1.985 -0.048 -0.164
H -0.310 -3.891 -2.732
H 0.840 -3.596 -1.394
H -0.899 -3.245 -1.185
H 2.022 -1.532 -3.044
H 1.075 -2.659 -4.018
H 1.288 -0.322 -5.055
H -0.346 -0.982 -4.909
H 1.549 1.803 -4.252
H 0.396 2.441 -3.080
H 2.754 0.578 -2.558
H 2.329 2.098 -1.756
H 2.309 0.787 0.455
H 1.384 -0.738 0.413
H 2.847 -0.559 -0.591
S -2.629 -1.071 -3.230
As -4.361 -0.178 -3.987
S -2.168 1.945 -1.432
S -2.457 2.643 -3.387
S -4.359 1.988 -3.736
N -2.989 -1.824 -0.116
C -2.100 -1.012 -0.349
H -3.317 -2.061 0.815
F 1.606 0.595 7.429
C 0.642 1.378 6.949
F 1.048 2.647 7.040
F -0.437 1.236 7.723
C 0.300 1.035 5.512
C -0.562 1.885 4.825
C -0.922 1.586 3.531
C -0.408 0.431 2.915
C 0.465 -0.415 3.619
C 0.816 -0.112 4.920
C -0.783 0.112 1.596
C -1.149 -0.117 0.442
H -0.947 2.772 5.311
H -1.599 2.231 2.984
H 0.847 -1.312 3.145
H 1.482 -0.757 5.475
*
```

E_HOMO (spin up / spin down) = -13.80 / -13.81 eV

---

What did the first record say?
# C16H19AsBaF9O10S

A structure of composition C16H19AsBaF9O10S (wB97M-V/def2-TZVPD, the OMol25 dataset).

Structure (ORCA input):
```
! wB97M-V def2-TZVPD RIJCOSX def2/J DEFGRID3
* xyz -1 1
Ba -0.007 0.262 -0.016
C -0.081 -0.893 3.552
O 0.440 -1.402 2.334
C 0.277 -2.798 2.218
C 0.869 -3.227 0.893
O 0.307 -2.497 -0.174
C -0.686 -3.117 -0.964
C -2.055 -2.994 -0.325
O -2.243 -1.636 0.011
C -3.467 -1.390 0.679
H 0.427 -1.355 4.406
H 0.082 0.180 3.558
H -1.158 -1.078 3.620
H 0.797 -3.312 3.039
H -0.790 -3.050 2.283
H 1.939 -3.009 0.882
H 0.732 -4.305 0.751
H -0.668 -2.578 -1.912
H -0.434 -4.166 -1.148
H -2.826 -3.330 -1.032
H -2.141 -3.613 0.580
H -4.316 -1.622 0.027
H -3.539 -2.000 1.587
H -3.476 -0.341 0.958
O 1.239 -1.363 -4.805
As 1.693 -0.914 -3.129
O 2.451 -2.243 -2.549
O 0.268 -0.372 -2.464
C 2.856 0.612 -3.516
C 3.293 0.701 -4.837
C 4.132 1.722 -5.257
C 4.552 2.682 -4.352
C 4.134 2.608 -3.034
C 3.292 1.586 -2.610
S 2.847 1.656 -0.873
O 3.933 2.346 -0.224
O 1.557 2.369 -0.807
O 2.664 0.263 -0.450
H 1.580 -2.262 -4.895
H 2.954 -0.041 -5.545
H 4.454 1.762 -6.290
H 5.210 3.484 -4.665
H 4.467 3.333 -2.305
F -2.974 3.019 0.253
C -3.421 2.816 1.494
F -3.893 3.991 1.948
F -4.476 1.979 1.398
C -2.300 2.179 2.384
O -1.665 1.229 1.714
C -1.316 3.314 2.819
F -1.817 4.127 3.772
F -0.182 2.792 3.301
F -0.987 4.080 1.771
C -2.977 1.603 3.677
F -2.072 1.404 4.652
F -3.538 0.413 3.428
F -3.937 2.393 4.190
*
```

E_HOMO = -6.42 eV